(1)
The following is a DFT calculation (wB97M-V/def2-TZVPD) of a structure of composition C24H31CaNTe in a non-equilibrium geometry.

Element x y z (Å)
Te1 6.87 7.30 8.31
Ca1 8.03 8.75 10.76
N1 10.00 10.19 10.08
C1 7.65 9.89 13.43
C2 10.07 10.83 13.40
C3 10.01 10.03 8.65
C4 5.78 12.63 8.15
C5 11.29 9.37 6.71
C6 7.05 8.60 13.44
C7 5.59 10.67 9.56
C8 10.66 7.67 13.05
C9 7.96 6.17 13.21
C10 7.65 11.03 8.40
C11 8.10 7.64 13.35
C12 10.31 9.94 5.92
C13 6.96 11.20 13.51
C14 9.16 10.51 6.46
C15 5.58 8.32 13.55
C16 8.94 10.53 7.85
C17 5.32 6.84 9.80
C18 5.05 11.84 8.98
C19 7.09 12.21 7.85
C20 9.34 8.33 13.24
C21 6.90 10.28 9.34
C22 6.66 5.27 7.54
C23 11.10 9.38 8.09
C24 9.07 9.72 13.34
H1 5.69 5.96 10.34
H2 8.41 10.87 5.80
H3 5.12 7.68 10.47
H4 4.41 6.60 9.24
H5 7.01 4.57 8.29
H6 12.15 8.88 6.27
H7 6.02 11.23 12.92
H8 4.98 8.98 12.89
H9 9.74 11.68 12.78
H10 10.65 6.97 12.17
H11 8.61 5.77 12.41
H12 5.62 5.14 7.27
H13 4.05 12.13 9.26
H14 5.39 7.28 13.28
H15 8.30 5.64 14.13
H16 4.94 10.15 10.25
H17 7.63 12.77 7.10
H18 7.60 12.00 13.08
H19 10.96 7.08 13.94
H20 11.82 8.90 8.74
H21 10.17 11.21 14.44
H22 5.41 13.57 7.75
H23 10.94 10.02 10.45
H24 5.19 8.46 14.59
H25 11.06 10.51 13.05
H26 7.28 5.21 6.63
H27 10.45 9.94 4.84
H28 11.44 8.43 12.89
H29 9.72 11.13 10.36
H30 6.94 5.84 12.98
H31 6.72 11.47 14.58

Output
- E_HOMO: -6.8 eV
- Total charge: 0
- Max |F|: 2.5 eV Å⁻¹

Atom charges from the natural (NBO) analysis, given in e for atoms 1 to 8: atom 1 (Te): 0.40, atom 2 (Ca): 1.74, atom 3 (N): -0.90, atom 4 (C): -0.17, atom 5 (C): -0.63, atom 6 (C): 0.13, atom 7 (C): -0.24, atom 8 (C): -0.21

(2)
The following is a DFT calculation (wB97M-V/def2-TZVPD) of a cluster of 2 separate species, H4O2 in total in a non-equilibrium geometry.

Element x y z (Å)
O1 1.24 1.06 0.56
O2 -0.66 -0.84 -0.61
H1 -1.27 -1.55 -0.90
H2 1.25 0.91 1.53
H3 -1.14 0.00 -0.80
H4 0.58 0.42 0.22

Output
- Energy above the lowest of the compared OMol25 structures with the same formula, charge and spin: 13.82 kJ/mol
- E_HOMO: -11.0 eV
- Total charge: 0
- SMILES: O.O
- Max |F|: 1.3 eV Å⁻¹

List of natural (NBO) charges in e, atom by atom: atom 1 (O): -0.96, atom 2 (O): -0.96, atom 3 (H): 0.49, atom 4 (H): 0.47, atom 5 (H): 0.48, atom 6 (H): 0.48

(3)
The following is a DFT calculation (wB97M-V/def2-TZVPD) of a structure of composition C7H19HgN2O in a non-equilibrium geometry.

Element x y z (Å)
Hg1 -2.50 1.76 -2.73
O1 0.96 0.64 -1.01
N1 0.27 -0.79 0.59
N2 -4.51 -0.04 -1.37
C1 3.31 -0.37 1.24
C2 2.66 -0.77 -0.08
C3 -3.14 3.66 -3.44
C4 0.45 -1.72 1.73
C5 1.39 -1.15 2.78
C6 2.86 -1.24 2.42
C7 1.25 -0.32 -0.14
H1 1.25 -1.71 3.72
H2 -3.36 4.50 -2.77
H3 1.13 -0.11 3.00
H4 3.15 -0.29 -0.95
H5 -1.60 0.39 -2.21
H6 0.14 1.13 -0.79
H7 -0.71 -0.65 0.26
H8 -5.48 0.15 -1.63
H9 4.39 -0.45 1.09
H10 -4.36 -1.05 -1.55
H11 3.47 -0.94 3.27
H12 3.14 -2.29 2.19
H13 -2.08 3.74 -3.70
H14 3.09 0.69 1.45
H15 -0.52 -1.89 2.19
H16 -4.45 0.07 -0.35
H17 2.64 -1.86 -0.22
H18 0.82 -2.70 1.39
H19 -3.66 3.62 -4.39

Output
- Energy above the lowest of the compared OMol25 structures with the same formula, charge and spin: 0.00 kJ/mol
- E_HOMO (spin up / spin down): -1.3 / 0.6 eV
- Total charge: -1
- Max |F|: 5.1 eV Å⁻¹

Atom charges from the natural (NBO) analysis, given in e for atoms 1 to 8: atom 1 (Hg): 0.33, atom 2 (O): -0.72, atom 3 (N): -0.67, atom 4 (N): -1.09, atom 5 (C): -0.40, atom 6 (C): -0.47, atom 7 (C): -1.22, atom 8 (C): -0.23

(4)
The following is a DFT calculation (wB97M-V/def2-TZVPD) of a cluster of 2 separate species, C3H7IN2 in total in a non-equilibrium geometry.

Element x y z (Å)
I1 3.72 -0.42 -0.47
N1 -0.05 0.48 -0.65
N2 -1.15 0.04 -0.47
C1 -2.33 0.67 -0.87
C2 1.42 -1.35 1.29
C3 2.07 -0.24 0.89
H1 1.80 0.75 1.19
H2 -2.85 0.53 0.04
H3 -0.05 1.25 -1.25
H4 0.78 -1.31 2.14
H5 -2.35 1.74 -1.10
H6 1.69 -2.42 1.05
H7 -2.69 0.29 -1.79

Output
- Energy above the lowest of the compared OMol25 structures with the same formula, charge and spin: 362.48 kJ/mol
- E_HOMO: -8.6 eV
- Total charge: 0
- SMILES: [H]/N=N\C.C=CI
- Max |F|: 3.1 eV Å⁻¹

Atom charges from the natural (NBO) analysis, given in e for atoms 1 to 8: atom 1 (I): 0.09, atom 2 (N): -0.29, atom 3 (N): -0.10, atom 4 (C): -0.50, atom 5 (C): -0.42, atom 6 (C): -0.29, atom 7 (H): 0.21, atom 8 (H): 0.23

(5)
The following is a DFT calculation (wB97M-V/def2-TZVPD) of an isolated molecule of C4H8N2O in a non-equilibrium geometry.

Element x y z (Å)
O1 1.74 0.18 -0.73
N1 -1.76 0.61 0.40
N2 0.23 0.78 -0.65
C1 -0.43 -1.55 -0.08
C2 2.48 0.29 0.46
C3 -2.80 0.53 -0.29
C4 -0.40 -0.23 -0.05
H1 -1.31 -2.07 0.24
H2 -3.73 0.94 0.11
H3 2.67 1.34 0.72
H4 3.44 -0.21 0.29
H5 1.98 -0.20 1.31
H6 -2.86 0.05 -1.27
H7 0.44 -2.10 -0.38
H8 0.30 1.63 -0.08

Output
- Energy above the lowest of the compared OMol25 structures with the same formula, charge and spin: 570.32 kJ/mol
- E_HOMO: -9.1 eV
- Total charge: 0
- SMILES: C=NC(=C)NOC
- Max |F|: 6.7 eV Å⁻¹

Atom charges from the natural (NBO) analysis, given in e for atoms 1 to 8: atom 1 (O): -0.43, atom 2 (N): -0.43, atom 3 (N): -0.31, atom 4 (C): -0.52, atom 5 (C): -0.27, atom 6 (C): -0.05, atom 7 (C): 0.31, atom 8 (H): 0.22

(6)
The following is a DFT calculation (wB97M-V/def2-TZVPD) of a cluster of 2 separate species, C5H15NP in total in a non-equilibrium geometry.

Element x y z (Å)
P1 2.36 -0.70 0.10
N1 -1.95 -0.18 -1.30
C1 -1.36 2.64 -0.47
C2 -0.37 1.40 -0.18
C3 0.89 -1.55 0.03
C4 -1.28 0.15 -0.23
C5 0.62 -2.26 1.45
H1 0.43 1.39 -0.95
H2 0.14 1.43 0.78
H3 -0.47 -2.06 1.71
H4 3.69 -1.28 0.22
H5 -1.87 0.24 -2.17
H6 0.74 -2.23 -0.94
H7 -1.42 2.79 -1.47
H8 2.79 0.24 -0.93
H9 -2.67 -0.82 -1.22
H10 -1.40 -0.17 0.80
H11 0.92 -3.38 1.36
H12 1.16 -1.77 2.32
H13 2.61 0.14 1.23
H14 -1.23 3.63 -0.02
H15 -2.33 2.35 -0.12

Output
- Energy above the lowest of the compared OMol25 structures with the same formula, charge and spin: 330.76 kJ/mol
- E_HOMO (spin up / spin down): -11.6 / -11.6 eV
- Total charge: +1
- Max |F|: 3.3 eV Å⁻¹

Atom charges from the natural (NBO) analysis, given in e for atoms 1 to 8: atom 1 (P): 0.80, atom 2 (N): -0.65, atom 3 (C): -0.60, atom 4 (C): -0.48, atom 5 (C): -0.95, atom 6 (C): 0.33, atom 7 (C): -0.63, atom 8 (H): 0.24